Entry 1:
ORCA calculation (ωB97M-V/def2-TZVPD) on a molecular structure, C21H27IN6O3PbS in a non-equilibrium geometry.

Frontier orbital gap = 0.2736 Eh
Energy above the lowest of the compared OMol25 structures with the same formula, charge and spin = 13.96 kcal per mole
LUMO level = 0.2 eV

Element x y z (Å)
Pb1 -0.325 0.248 -0.013
N1 -2.061 2.730 1.930
N2 -1.464 3.435 2.960
C1 -0.116 3.424 3.132
N3 0.310 4.113 4.214
S1 0.972 2.654 2.142
H1 -2.748 3.300 1.457
H2 -2.477 1.862 2.243
H3 -2.035 3.780 3.717
H4 -0.297 4.659 4.802
H5 1.298 4.134 4.382
N4 -1.796 1.646 -1.848
N5 -2.936 0.872 -2.126
C2 -2.972 -0.535 -1.838
O1 -3.854 -1.149 -2.429
O2 -2.141 -0.975 -0.980
H6 -2.082 2.523 -1.432
H7 -1.244 1.839 -2.678
H8 -3.430 1.091 -2.976
I1 1.382 -1.463 1.812
C3 2.352 -2.391 0.152
C4 3.298 -3.327 0.455
C5 3.977 -3.994 -0.582
C6 3.679 -3.695 -1.879
C7 2.690 -2.734 -2.198
C8 2.380 -2.472 -3.551
C9 1.412 -1.568 -3.875
C10 0.741 -0.872 -2.852
C11 0.988 -1.063 -1.512
C12 1.979 -2.035 -1.170
H9 3.528 -3.560 1.485
H10 4.721 -4.742 -0.342
H11 4.183 -4.199 -2.695
H12 2.919 -3.017 -4.318
H13 1.152 -1.381 -4.910
H14 -0.017 -0.152 -3.149
C13 -3.419 -3.127 2.648
C14 -3.180 -2.338 3.939
C15 -2.684 -1.018 3.365
O3 -1.840 -1.379 2.286
C16 -2.289 -2.637 1.738
H15 -4.390 -2.864 2.225
H16 -3.387 -4.205 2.795
H17 -2.392 -2.801 4.536
H18 -4.071 -2.224 4.555
H19 -2.103 -0.416 4.068
H20 -3.540 -0.426 3.006
H21 -1.435 -3.321 1.749
H22 -2.600 -2.484 0.707
C17 2.937 3.562 -2.889
C18 3.390 2.334 -2.437
C19 2.613 1.628 -1.530
N6 1.439 2.071 -1.086
C20 1.029 3.269 -1.493
C21 1.737 4.050 -2.391
H23 3.517 4.135 -3.600
H24 4.318 1.909 -2.793
H25 2.941 0.667 -1.157
H26 0.093 3.618 -1.069
H27 1.350 5.012 -2.698

Cartesian forces (eV/Å) of the 2 atoms listed first:
Pb -0.897 0.213 -0.501
N -0.100 -0.046 -0.208

***

Entry 2:
ORCA calculation (ωB97M-V/def2-TZVPD) on C2Br2F2O in the gas phase in a non-equilibrium geometry.

Frontier orbital gap = 0.3749 Eh
SMILES = O=C(Br)C(F)(F)Br
Energy above the lowest of the compared OMol25 structures with the same formula, charge and spin = 4.03 kcal per mole
LUMO level = -0.9 eV

Element x y z (Å)
C1 0.774 0.354 -0.560
C2 -0.376 0.571 0.477
O1 0.664 0.176 -1.701
F1 0.120 0.787 1.643
F2 -1.064 -0.598 0.505
Br1 2.546 0.705 0.216
Br2 -1.692 1.924 -0.340

Cartesian forces (eV/Å) of the 2 atoms listed first:
C 0.831 1.442 0.877
C -1.062 -1.080 -2.485